1.
2 unconnected molecules or ions with the total composition C5H16N3, computed with ωB97M-V/def2-TZVPD.

The geometry in ORCA input format:
```
! wB97M-V def2-TZVPD RIJCOSX def2/J DEFGRID3
* xyz 1 1
C 0.74455 -2.24247 -1.39812
C -1.20964 -1.79634 -0.14624
N 0.19705 -1.70098 -0.28149
N -1.76026 -3.06755 0.03070
N -1.97417 -0.60038 0.03140
H 0.65070 -0.75252 -0.05567
H -1.24754 -4.01919 0.16955
H -2.72043 -3.08317 -0.00221
H -1.63930 0.23491 -0.25559
H -2.99780 -0.72072 0.04563
H 1.02992 -3.33904 -1.38609
H 1.92942 -1.92726 -1.31028
H 0.40870 -1.90569 -2.33476
C 0.75526 2.76194 1.02695
C -0.45074 2.15332 0.37571
C 2.02657 1.92935 0.55628
H 0.76877 3.77862 0.75706
H 0.61828 2.82485 2.21106
H -0.85323 1.52899 1.07333
H -0.38545 1.44010 -0.46032
H 3.05095 2.64341 0.37444
H 2.12914 1.09844 1.29671
H -1.10108 3.14577 0.21621
H 2.03033 1.61560 -0.53424
*
```

Values from the calculation:
ΔE to the lowest compared entry with this formula, charge and spin   395.3 kJ/mol
E_HOMO   -13.79 eV
Gap between HOMO and LUMO   10.0 eV

Löwdin population analysis, charges in e, atoms 1 to 6: -0.156 -0.242 -0.034 0.207 0.222 0.162

=====

2.
A gas-phase ion, C5H16N3 (charge +1), computed with ωB97M-V/def2-TZVPD.

The geometry in ORCA input format:
```
! wB97M-V def2-TZVPD RIJCOSX def2/J DEFGRID3
* xyz 1 1
N 1.07212 0.31680 -2.03213
C -0.41877 -0.12982 -1.88883
C -1.28484 1.03078 -2.34632
C -0.56200 -0.36300 -0.38510
N 0.56538 -1.11402 0.18375
C 1.15653 -0.50797 1.39731
C 0.28524 -0.57484 2.63498
N -0.68636 0.51716 2.65842
H 1.17784 0.71581 -2.95681
H 1.67561 -0.48030 -1.80256
H 1.19755 0.96793 -1.26883
H -0.52198 -0.99602 -2.53670
H -1.28096 1.82859 -1.60698
H -2.32275 0.73939 -2.47940
H -0.96081 1.38628 -3.32467
H -0.54381 0.58522 0.15779
H -1.52662 -0.82189 -0.16090
H 0.35569 -2.06412 0.44478
H 1.52388 0.50320 1.20767
H 2.05210 -1.09894 1.61208
H 0.92977 -0.63187 3.52550
H -0.20822 -1.54826 2.72789
H -0.19010 1.34502 2.97956
H -1.48451 0.39487 3.25949
*
```

Values from the calculation:
ΔE to the lowest compared entry with this formula, charge and spin   132.4 kJ/mol
SMILES   C[C@@H]([NH3+])CNCCN
E_HOMO   -12.36 eV
Gap between HOMO and LUMO   9.3 eV

Löwdin population analysis, charges in e, atoms 1 to 6: 0.216 -0.286 -0.038 -0.196 -0.070 -0.227

=====

3.
A single C5H16N3PS molecule, computed with ωB97M-V/def2-TZVPD.

The geometry in ORCA input format:
```
! wB97M-V def2-TZVPD RIJCOSX def2/J DEFGRID3
* xyz 0 1
C -2.76339 0.38521 -1.04285
C 0.88562 -1.77642 -1.60282
C 1.09952 0.66404 -1.53340
C -0.05412 0.94721 2.47257
C 1.88421 0.00834 1.39380
N -1.74063 0.60892 -0.06111
N 0.29167 -0.46820 -1.24977
N 0.53395 0.54538 1.22989
P -0.51980 -0.51179 0.24938
S -1.47586 -2.43096 1.25422
H -2.29773 -0.10831 -1.87002
H -3.55139 -0.33465 -0.64939
H -3.22498 1.21151 -1.60137
H 1.67735 -1.96958 -0.80252
H 0.08358 -2.44113 -1.51321
H 1.38316 -1.52754 -2.51534
H 1.19590 0.76456 -2.59263
H 0.55214 1.54411 -1.30383
H 2.00627 0.78714 -0.94819
H -0.58452 1.93788 2.43809
H -0.72677 0.05596 2.88074
H 0.72970 0.99275 3.28625
H 2.22807 -0.71199 0.60785
H 2.61404 0.76584 1.44346
H 1.92526 -0.57246 2.35798
H -2.10832 0.88326 0.83520
*
```

Values from the calculation:
ΔE to the lowest compared entry with this formula, charge and spin   121.8 kJ/mol
SMILES   CNP(=S)(N(C)C)N(C)C
E_HOMO   -8.12 eV
Gap between HOMO and LUMO   8.6 eV

Löwdin population analysis, charges in e, atoms 1 to 6: -0.178 -0.099 -0.151 -0.187 -0.148 -0.238

=====

4.
2 unconnected molecules or ions with the total composition C5H16NO, computed with ωB97M-V/def2-TZVPD.

The geometry in ORCA input format:
```
! wB97M-V def2-TZVPD RIJCOSX def2/J DEFGRID3
* xyz 1 1
C 0.66727 1.70453 -0.25287
C 0.28784 0.66507 0.80038
C 0.29317 -0.84384 0.56376
C 1.33168 -1.34618 -0.41334
C 0.46233 -1.55946 1.94560
N -0.19801 1.48431 -1.48530
H 1.69098 1.54765 -0.58177
H 0.50694 2.67130 0.20932
H -0.62578 0.99484 1.30879
H 0.97498 0.82940 1.64137
H -0.73100 -1.14646 0.30828
H 1.16380 -2.41438 -0.56622
H 2.39408 -1.24166 -0.20309
H 1.13527 -0.91247 -1.40506
H -0.52971 -1.76374 2.35457
H 1.07125 -2.45551 1.91783
H 0.88031 -0.90751 2.71799
H -1.20284 1.66286 -1.33382
H 0.19278 1.96294 -2.28496
H -0.26842 0.47013 -1.60146
H -2.89151 -0.32478 -0.68266
H -3.76597 0.60079 -1.54996
O -2.83944 0.32217 -1.40739
*
```

Values from the calculation:
ΔE to the lowest compared entry with this formula, charge and spin   82.8 kJ/mol
E_HOMO   -15.02 eV
Gap between HOMO and LUMO   11.9 eV

Löwdin population analysis, charges in e, atoms 1 to 6: -0.113 -0.186 -0.420 -0.068 -0.051 0.193

=====

5.
2 unconnected molecules or ions with the total composition C5H16NO2, computed with ωB97M-V/def2-TZVPD.

The geometry in ORCA input format:
```
! wB97M-V def2-TZVPD RIJCOSX def2/J DEFGRID3
* xyz 1 1
C 0.15517 1.93032 -1.66254
C -0.04451 1.28651 -0.31702
C -1.06558 0.11436 -0.50126
C -1.19906 -0.78264 0.75490
C -1.20647 -0.05338 2.11498
O 0.07760 0.34643 2.62130
N 1.29062 0.59522 0.13717
H 0.99035 1.37511 -2.12813
H 0.60754 2.91811 -1.83815
H -0.67701 1.76203 -2.33721
H -0.35469 1.82269 0.57398
H -0.87404 -0.46537 -1.40231
H -1.98762 0.66241 -0.73059
H -0.51982 -1.64611 0.85610
H -2.16309 -1.30008 0.67510
H -1.89745 0.78126 2.17410
H -1.49234 -0.82493 2.85368
H 0.01811 0.93193 3.37425
H 1.61107 0.92950 1.05595
H 2.05966 0.71307 -0.52427
H 1.14048 -0.35310 0.48866
H 0.72253 -2.55858 -2.23271
H 1.11890 -3.60977 -3.16909
O 1.53569 -2.93291 -2.61259
*
```

Values from the calculation:
ΔE to the lowest compared entry with this formula, charge and spin   137.8 kJ/mol
E_HOMO   -14.50 eV
Gap between HOMO and LUMO   11.5 eV

Löwdin population analysis, charges in e, atoms 1 to 6: -0.039 -0.274 -0.148 -0.162 -0.227 -0.089

=====

6.
3 unconnected molecules or ions with the total composition C5H16NO2, computed with ωB97M-V/def2-TZVPD.

The geometry in ORCA input format:
```
! wB97M-V def2-TZVPD RIJCOSX def2/J DEFGRID3
* xyz 1 1
C -1.67619 0.45504 0.52684
C -1.85165 0.35387 -1.00445
C -0.88346 -0.59006 -1.67692
C -0.38326 -1.73440 -1.20059
C 0.65055 -2.42741 -1.99374
N -0.21335 0.53260 0.90749
H -2.18435 -0.27774 1.15335
H -2.15809 1.36059 0.90275
H -1.88117 1.38073 -1.35666
H -2.86166 -0.05121 -1.13402
H -0.75080 -0.32283 -2.71798
H -0.70162 -2.18108 -0.27141
H 1.62279 -2.36829 -1.49105
H 0.99259 -1.84253 -2.86191
H 0.50338 -3.46092 -2.29769
H 0.36826 0.33403 0.10861
H 0.00240 -0.02603 1.70746
H -0.03517 1.50365 1.19678
H 3.30029 -0.44881 1.52649
H 2.12639 -0.57519 2.64180
O 2.41219 -0.19039 1.80938
H 1.60727 3.23829 2.44827
H 0.98353 4.12262 1.40214
O 1.01113 3.21546 1.67506
*
```

Values from the calculation:
ΔE to the lowest compared entry with this formula, charge and spin   105.9 kJ/mol
E_HOMO   -12.96 eV
Gap between HOMO and LUMO   10.0 eV

Löwdin population analysis, charges in e, atoms 1 to 6: -0.136 -0.158 -0.126 -0.157 -0.102 0.189

=====

Question: The lowest gap between HOMO and LUMO belongs to which entry?
Answer: C5H16N3PS

=====

Question: Which formula does entry 4 have?
Answer: C5H16NO

=====

Question: What is the ΔE to the lowest compared entry with this formula, charge and spin in the sixth record?
Answer: 105.9 kJ/mol

=====

Question: ΔE to the lowest compared entry with this formula, charge and spin of number 4 (C5H16NO)?
Answer: 82.8 kJ/mol